Record 1
DFT (ωB97M-V with the def2-TZVPD basis set) results for a cluster of 2 separate species, C5H10NO3 in total at a distorted geometry.

Computed properties:
E_HOMO, eV: -4.3
Lowest unoccupied orbital energy, eV: 3.54
Frontier orbital gap, eV: 7.85
Net charge: -1

Geometry as XYZ:
```
19
Properties=species:S:1:pos:R:3:forces:R:3:lowdin_charge:R:1
C 0.08191 -0.70113 2.66741 -0.9 1.3 -0.5 -0.162
C -0.60297 0.59247 2.03048 1.0 -0.9 -0.5 -0.098
C 1.26741 -1.20803 1.86483 3.4 0.8 -2.4 -0.404
O 2.25096 -1.80757 2.34270 -2.9 0.7 -0.6 -0.011
N 1.45559 -0.76961 0.40377 -0.4 0.1 5.8 0.148
H 0.43168 -0.54001 3.70180 -0.3 -0.2 -0.4 0.104
H -0.74436 -1.41479 2.61876 0.4 -0.5 0.4 0.103
H -1.44085 1.05084 2.60122 0.9 -0.4 -0.2 0.076
H 1.64167 -1.56500 -0.09932 0.7 -1.8 -1.7 0.031
H 0.82894 -0.11482 0.02109 -1.4 0.5 -0.9 0.005
H -0.95283 0.31170 1.02820 -0.4 0.1 0.3 0.039
H 0.19237 1.28765 1.75563 -0.2 0.5 0.5 0.068
C -0.37631 0.29431 -3.38560 0.2 0.2 -1.8 -0.072
C -0.91673 1.30229 -2.42255 -0.5 -0.2 0.9 -0.773
O -1.48308 2.36587 -2.79187 0.8 -1.1 0.3 -0.089
O -0.77575 0.79943 -1.27366 -0.3 1.0 1.5 -0.119
H 0.53115 -0.23585 -3.11138 0.0 0.2 0.4 0.061
H -0.25570 0.77131 -4.32174 0.7 0.6 -1.4 0.038
H -1.13310 -0.41906 -3.62977 -0.7 -0.8 0.3 0.054
```
Forces are in eV/Å.

=====

Record 2
DFT (ωB97M-V with the def2-TZVPD basis set) results for a structure of composition C23H29CeN5O3Si at a distorted geometry.

Computed properties:
E_HOMO (spin up / spin down), eV: -14.4 / -14.4
Lowest unoccupied orbital energy (spin up / spin down), eV: -8.46 / -8.46
Frontier orbital gap (spin up / spin down), eV: 5.98 / 5.98
Net charge: +2

Geometry as XYZ:
```
62
Properties=species:S:1:pos:R:3:forces:R:3:lowdin_charge:R:1
Ce -0.14402 -1.81536 -0.79003 -0.9 3.3 2.3 1.607
C -3.14843 -0.50602 -3.07117 0.0 0.0 -0.1 0.008
C -3.28860 -0.39236 -1.58690 0.2 -0.1 0.3 -0.276
C -4.43454 0.06438 -0.98169 -0.2 0.1 0.0 0.006
C -4.50601 0.13202 0.41223 0.0 0.0 0.0 0.011
C -3.44373 -0.26173 1.20206 -0.2 0.1 0.0 0.023
C -2.30375 -0.71725 0.55529 0.5 -0.2 0.0 -0.392
N -2.23766 -0.75546 -0.80599 -0.1 -0.1 -0.4 -0.007
N -1.13931 -1.19177 1.14568 0.3 -0.1 -1.2 -0.149
Si -0.36657 -0.55431 2.64530 0.0 -0.1 -0.5 0.430
C -0.29573 1.28293 2.45269 -0.1 0.4 0.0 -0.138
C 1.32318 -1.31504 2.51556 0.3 -0.2 0.1 -0.133
C -1.19347 -1.07812 4.18948 -0.3 -0.1 0.3 -0.151
H -3.91147 -1.17055 -3.47836 0.0 0.0 0.0 0.108
H -2.17734 -0.89917 -3.36981 0.1 0.0 0.0 0.077
H -3.27914 0.46538 -3.54878 0.0 0.0 0.0 0.103
H -5.27727 0.36196 -1.59109 0.0 0.0 0.0 0.135
H -5.41497 0.48809 0.88201 0.0 0.0 0.0 0.133
H -3.49257 -0.24282 2.28193 0.0 0.0 0.0 0.120
H -0.10886 1.57659 1.41366 0.1 0.0 0.1 0.021
H 0.51462 1.69000 3.06477 -0.1 0.0 0.0 0.053
H -1.22098 1.77058 2.77201 0.1 0.0 0.0 0.048
H 1.53597 -1.73189 1.52863 0.2 0.0 -0.1 -0.016
H 1.44746 -2.15168 3.20861 0.0 0.1 0.0 0.060
H 2.10902 -0.58507 2.72359 0.0 -0.1 0.0 0.057
H -2.14099 -0.56426 4.36585 0.0 0.0 0.0 0.040
H -0.52096 -0.81718 5.01400 -0.1 0.0 0.0 0.058
H -1.37120 -2.15489 4.23060 0.0 0.0 0.0 0.051
C 2.04237 -5.73523 -1.06623 0.2 0.0 0.1 0.034
C 1.24268 -4.57370 -0.52802 0.0 -0.1 -0.1 -0.497
C 0.52726 -4.84991 0.78087 0.0 -0.2 -0.1 0.028
O 2.06607 -3.38749 -0.26117 -0.3 -0.2 0.0 -0.044
C 0.25733 -3.98699 -1.56038 0.0 -1.6 -0.8 -0.583
O -0.96569 -3.89061 -1.26200 0.2 -0.3 0.1 0.018
O 0.72040 -3.12737 -2.38973 0.0 -0.5 0.0 -0.030
H 2.82858 -5.98497 -0.35319 0.0 0.0 0.0 0.115
H 2.49404 -5.50028 -2.03234 0.0 0.0 0.0 0.111
H 1.40183 -6.60828 -1.19384 0.0 0.0 0.0 0.119
H 1.26070 -5.11717 1.53846 0.0 0.0 0.0 0.121
H -0.18343 -5.66418 0.65063 0.0 0.0 0.1 0.123
H -0.03897 -3.98502 1.14698 0.1 0.0 0.0 0.081
H 2.73765 -3.34705 -0.95784 0.1 0.1 0.0 0.134
N 1.06822 9.04986 -1.25208 0.0 -0.1 0.0 0.197
C 1.17469 7.90770 -1.20419 0.0 -0.2 0.0 -0.155
C 1.30798 6.46913 -1.14256 -0.1 0.3 0.0 -0.200
C 0.16869 5.66969 -1.14001 0.0 0.0 0.0 0.005
C 0.29192 4.29336 -1.07171 -0.1 0.1 0.1 -0.003
C 1.55625 3.73363 -1.01662 0.1 -0.5 0.0 -0.168
C 2.69867 4.51121 -1.02178 0.1 0.2 -0.1 0.010
C 2.57020 5.88953 -1.08176 0.1 0.0 0.0 0.013
N 1.69029 2.29067 -0.95293 0.2 0.4 0.1 0.023
C 2.75479 1.59614 -0.40661 -0.1 0.2 0.0 0.009
C 2.47142 0.28300 -0.55218 -0.2 -0.1 -0.1 -0.087
N 1.23917 0.15395 -1.18722 0.0 0.0 0.2 -0.075
C 0.81086 1.39829 -1.40684 0.1 -0.3 0.0 -0.108
H -0.81029 6.12676 -1.18028 0.0 0.0 0.0 0.134
H -0.60232 3.68510 -1.03375 0.0 0.0 0.0 0.114
H 3.68643 4.07085 -1.01168 0.0 0.0 0.0 0.121
H 3.45227 6.51471 -1.09280 0.0 0.0 0.0 0.137
H 3.59875 2.08969 0.04185 0.0 0.0 0.0 0.140
H 3.06756 -0.56561 -0.26057 0.0 0.0 0.0 0.125
H -0.09905 1.66360 -1.91859 0.0 0.0 0.0 0.152
```
Forces are in eV/Å.

=====

Record 3
DFT (ωB97M-V with the def2-TZVPD basis set) results for a cluster of 2 separate species, C3H13N3O in total at a distorted geometry.

Computed properties:
E_HOMO, eV: -9.1
Lowest unoccupied orbital energy, eV: 0.90
Frontier orbital gap, eV: 10.03
Structure (SMILES): NCCNCN.O

Geometry as XYZ:
```
20
Properties=species:S:1:pos:R:3:forces:R:3:lowdin_charge:R:1
C 0.52857 0.91919 -1.40280 -0.8 -0.2 0.1 -0.233
N 0.33180 -0.42215 -0.83541 0.0 -0.4 0.1 -0.087
C -0.80346 -1.16898 -1.37830 -0.8 0.0 0.9 -0.321
N -1.32812 -2.22104 -0.50873 0.8 0.0 0.4 0.006
C 0.37287 2.01817 -0.32440 1.1 0.4 -0.8 -0.261
N 1.22904 1.71925 0.86210 -1.5 0.3 -1.1 0.004
H 1.46599 1.07833 -1.93987 0.3 -0.4 0.3 0.110
H -0.23585 1.01666 -2.18227 0.0 0.4 0.1 0.104
H 1.13302 -1.03477 -0.80271 0.3 0.3 -0.2 0.106
H -1.61518 -0.44599 -1.46197 0.0 0.0 -0.4 0.111
H -0.62235 -1.66755 -2.33229 0.1 0.3 -0.2 0.114
H -1.37963 -1.89712 0.45289 -0.4 0.5 0.0 0.050
H -0.61308 -2.92619 -0.39658 0.1 -0.5 -0.4 0.055
H -0.67191 2.23853 -0.10421 0.0 -0.4 0.4 0.094
H 0.74422 2.90576 -0.84778 -0.1 0.3 0.3 0.098
H 1.38697 0.73555 0.69853 0.8 -0.1 0.8 0.023
H 2.06135 2.29539 0.85313 0.1 -0.5 -0.1 0.060
H -0.04994 -0.64705 2.19614 0.3 0.1 -0.2 -0.009
H -1.23742 -0.30552 3.04306 0.5 -0.2 0.3 0.046
O -0.35253 -0.71082 3.10434 -0.9 0.2 -0.1 -0.069
```
Forces are in eV/Å.

=====

Record 4
DFT (ωB97M-V with the def2-TZVPD basis set) results for a cluster of 2 separate species, C14H16O in total at a distorted geometry.

Computed properties:
E_HOMO, eV: -8.2
Lowest unoccupied orbital energy, eV: 0.74
Frontier orbital gap, eV: 8.96
Structure (SMILES): Cc1ccc(O)cc1.Cc1ccccc1

Geometry as XYZ:
```
31
Properties=species:S:1:pos:R:3:forces:R:3:lowdin_charge:R:1
C 3.62364 -0.33045 2.82494 1.7 0.6 -1.0 -0.063
C 3.61635 -0.40114 -0.93705 -1.9 1.1 -0.8 -0.012
C 3.97935 -0.54292 0.36725 0.9 -0.4 1.7 -0.048
C 2.47868 0.40160 -1.16281 -0.3 0.0 -0.6 -0.313
C 3.18220 -0.03184 1.42973 0.7 -0.5 -1.4 -0.298
C 1.71456 1.01335 -0.17824 1.2 -0.7 -0.3 -0.028
C 2.10277 0.77677 1.12903 -0.3 0.4 1.7 -0.058
O 2.12041 0.59191 -2.48531 -0.2 0.5 0.4 0.022
H 3.96014 -0.81658 -1.87642 0.9 -0.2 0.5 0.121
H 4.95100 -0.97870 0.70140 -0.9 -0.1 -0.7 0.125
H 1.53252 1.36869 -2.47250 0.2 -0.5 -0.4 0.102
H 0.88081 1.60669 -0.49916 -0.3 0.3 0.3 0.089
H 4.21492 -1.24467 2.88090 -0.5 -0.3 -0.1 0.074
H 2.79035 -0.36880 3.47734 -0.5 0.2 1.0 0.064
H 1.63298 1.27314 2.01095 -0.1 -0.4 -1.0 0.126
H 4.40494 0.42362 3.02416 -0.7 0.1 0.8 0.094
C -2.51313 2.01158 -0.65354 2.1 -1.3 1.7 -0.050
C -4.30972 -1.37983 -1.07838 1.6 3.4 1.6 -0.057
C -4.00648 -1.87998 0.17711 -1.5 -2.9 -1.2 -0.134
C -3.78988 -0.05946 -1.24088 -0.6 -0.4 -0.4 -0.059
C -2.95844 0.58634 -0.31709 -0.1 0.3 -0.2 -0.261
C -3.15123 -1.31716 1.08326 -0.1 1.0 0.8 -0.112
C -2.58574 -0.05858 0.90080 -1.0 -0.8 -2.0 -0.027
H -5.00256 -1.74548 -1.79173 -0.4 -0.7 -0.3 0.089
H -4.47836 -2.85842 0.41215 0.5 0.7 0.2 0.110
H -4.13243 0.54713 -2.09312 0.4 -0.4 0.2 0.106
H -3.11572 -1.80165 2.04037 0.6 -0.2 0.3 0.098
H -1.41366 1.96264 -0.50480 -0.2 0.2 -0.5 0.057
H -2.75475 2.65114 0.18022 -0.7 0.6 -0.1 0.071
H -1.88909 0.28917 1.63477 0.2 0.7 0.1 0.101
H -2.68339 2.41790 -1.63702 -0.6 -0.1 -0.1 0.071
```
Forces are in eV/Å.

=====

Sequential DFT total energy output: -477.04450; -2157.52478; -361.57153; -618.26520 a.u.